1.
Here is a structure of composition C32H31I2N5O2RhS4Si from OMol25. Energies are from ωB97M-V/def2-TZVPD.

Last column: Löwdin spin population.
Atoms and positions in Å:
Rh 0.50898 1.72509 -0.81712  1.39
N -0.24905 5.83301 0.38400  0.01
C -0.15299 4.65614 -0.30872  0.03
S 1.45256 3.99469 -0.53841  0.23
N -1.24245 4.16483 -0.81030  0.02
N -0.96364 3.03795 -1.56182  0.10
C -1.55898 2.92425 -2.68547  0.00
C -1.22585 1.92631 -3.67915  0.02
C -2.10096 1.73436 -4.75527  0.00
C -1.81530 0.84353 -5.76591  0.02
C -0.60698 0.14178 -5.72885  -0.01
C 0.28327 0.33084 -4.69631  0.02
C -0.01023 1.21381 -3.64326  0.00
O 0.87638 1.29496 -2.66653  0.12
H 0.52987 6.06305 0.97548  0.00
H -1.16655 6.05534 0.73676  0.00
H -2.31943 3.66564 -2.92520  0.00
H -3.02489 2.30165 -4.77444  0.00
H -2.51327 0.69166 -6.57785  0.00
H -0.37168 -0.56838 -6.51187  0.00
H 1.21554 -0.21576 -4.64283  0.00
C 2.33990 2.73496 3.37776  0.00
C 1.91388 1.29081 3.07230  0.00
C 2.12687 0.44646 4.33201  0.00
C 2.84221 0.76038 1.97527  0.01
Si 0.08160 1.29759 2.52042  0.01
O -0.12394 1.85992 1.01009  0.11
C -0.83514 2.49318 3.66602  0.00
C -0.78927 3.86833 3.42638  0.00
C -1.42542 4.77582 4.25853  0.00
C -2.12784 4.32265 5.36826  0.00
C -2.19303 2.96224 5.62505  0.00
C -1.55828 2.06107 4.77781  0.00
C -0.85246 -0.33711 2.69141  0.00
C -0.74918 -1.25465 3.73913  0.00
C -1.54508 -2.39102 3.79116  0.00
C -2.47283 -2.63752 2.79128  0.00
C -2.60881 -1.73296 1.74862  0.00
C -1.81299 -0.59900 1.70788  0.00
H 3.39374 2.73984 3.67858  0.00
H 1.75937 3.17833 4.18768  0.00
H 2.24277 3.37442 2.49631  0.00
H 3.15890 0.56584 4.68146  0.00
H 1.97053 -0.61466 4.13413  0.00
H 1.46800 0.75394 5.14982  0.00
H 3.88508 0.94754 2.25643  0.00
H 2.67320 1.25816 1.01671  0.01
H 2.72689 -0.31489 1.82762  0.01
H -0.24524 4.22587 2.56107  0.00
H -1.37389 5.83774 4.04616  0.00
H -2.62681 5.02651 6.02326  0.00
H -2.74754 2.59826 6.48157  0.00
H -1.64414 1.00005 4.98305  0.00
H -0.03649 -1.09400 4.53811  0.00
H -1.42901 -3.09147 4.60915  0.00
H -3.08046 -3.53349 2.81927  0.00
H -3.32453 -1.91662 0.95700  0.00
H -1.92272 0.09610 0.88359  0.00
I 0.75276 -0.95952 -0.60316  0.54
I 1.56128 -3.54329 1.15403  0.73
S -1.13642 -4.97247 -6.27991  0.01
C -1.06493 -4.11760 -4.85778  0.00
S -2.21401 -2.87237 -4.45796  0.02
C -1.34273 -2.52219 -2.98430  0.05
N -0.31184 -3.27055 -2.80901  0.01
N -0.16971 -4.17070 -3.84807  0.00
C 0.98836 -5.00365 -3.75967  0.00
C 2.13929 -4.46596 -3.19703  0.00
C 3.26648 -5.25954 -3.07021  0.00
C 3.24830 -6.57869 -3.50070  0.00
C 2.08871 -7.10661 -4.04741  0.00
C 0.94958 -6.32585 -4.17566  0.00
S -1.88398 -1.24428 -1.95705  0.53
H 2.13218 -3.44703 -2.83764  0.00
H 4.15843 -4.84300 -2.62170  0.00
H 4.13127 -7.19628 -3.39861  0.00
H 2.06082 -8.13883 -4.37151  0.00
H 0.04399 -6.73497 -4.59397  0.00

Summary:
Charge: -1
⟨S²⟩: 6.0260
2S+1: 5
LUMO level (spin up / spin down): 2.07 / -0.12 eV

=====

2.
Here is a structure of composition C32H31MnP from OMol25. Energies are from ωB97M-V/def2-TZVPD.

Last column: Löwdin spin population.
Atoms and positions in Å:
Mn 1.06477 -0.11493 0.94598  4.35
C 1.45025 1.34806 2.46101  0.03
C 0.96298 2.01260 1.30500  0.06
C 1.93604 1.75213 0.23037  0.04
C 2.91575 0.82961 0.72059  0.05
C 2.67688 0.60922 2.18623  0.08
C 3.67858 -0.03568 3.09775  0.02
C 4.14310 0.34644 -0.09066  0.01
C 1.94171 2.41671 -1.17496  0.01
C -0.26609 2.88160 1.38747  0.01
C 0.82301 1.57459 3.83608  0.01
H 4.67837 0.50545 3.02666  0.00
H 3.92257 -1.07119 2.78763  0.00
H 3.28867 -0.09368 4.13671  0.00
H 4.25869 1.03532 -0.93258  0.00
H 4.00769 -0.66044 -0.51042  0.00
H 5.08785 0.30157 0.52644  0.00
H 2.80067 3.13262 -1.14866  0.00
H 1.03249 2.98546 -1.32945  0.00
H 2.07713 1.77883 -2.04001  0.00
H 0.02221 3.79624 1.98728  0.00
H -1.13857 2.39230 1.77983  0.00
H -0.53354 3.19496 0.37020  0.00
H 1.11062 2.61352 4.11918  0.00
H 1.27902 0.93427 4.57694  0.00
H -0.26854 1.49670 3.82591  0.00
C -5.11438 0.73752 1.60138  0.01
C -3.99538 0.28449 2.34891  0.00
C -2.81822 -0.03465 1.69824  0.01
C -2.59695 0.18858 0.30437  0.02
C -3.77375 0.40844 -0.42329  0.01
C -4.97736 0.79941 0.24478  0.00
P -0.99380 -0.07243 -0.38094  0.09
C -0.98969 0.84614 -1.95732  0.01
C -1.53352 2.12572 -2.11704  0.01
C -1.42227 2.81445 -3.28307  0.00
C -0.93630 2.18224 -4.44204  0.01
C -0.29904 0.96365 -4.30989  0.00
C -0.22858 0.33516 -3.02466  0.01
C -0.95603 -1.86425 -0.84709  0.00
C -1.80086 -2.40740 -1.81163  0.01
C -1.81431 -3.84977 -2.05678  0.00
C -0.87248 -4.62173 -1.52686  0.00
C 0.18638 -4.02291 -0.75622  0.00
C 1.22047 -4.84294 -0.31501  0.02
C 2.12871 -4.34252 0.58870  0.00
C 2.18196 -2.96715 0.91800  0.03
C 1.20213 -2.09750 0.46481  0.03
C 0.20304 -2.65540 -0.42039  0.02
H -6.01486 0.93607 2.10125  0.00
H -4.07111 0.21267 3.41326  0.00
H -1.97315 -0.37459 2.30690  0.01
H -3.79897 0.41940 -1.51457  0.00
H -5.76398 1.14801 -0.41843  0.00
H -1.97238 2.62356 -1.19202  0.00
H -1.87088 3.79168 -3.34849  0.00
H -1.16288 2.56911 -5.40716  0.00
H 0.33721 0.56907 -5.06201  0.00
H 0.31536 -0.58665 -2.87124  0.00
H -2.53142 -1.79520 -2.32721  0.00
H -2.62265 -4.18537 -2.69112  0.00
H -0.91400 -5.70564 -1.64700  0.00
H 1.23241 -5.87506 -0.64078  0.00
H 2.98840 -4.95606 0.97418  0.00
H 2.87086 -2.66041 1.74694  0.00

Summary:
⟨S²⟩: 8.7751
2S+1: 6
LUMO level (spin up / spin down): 0.47 / 0.40 eV

=====

3.
Here is a structure of composition C32H31N3O6OsS4 from OMol25. Energies are from ωB97M-V/def2-TZVPD.

Last column: Löwdin spin population.
Atoms and positions in Å:
Os -0.79086 -2.24694 0.20509  3.26
S -2.54753 -3.61014 -1.03070  0.16
C -1.67980 -4.26459 -2.33194  0.02
C -2.24355 -5.40169 -3.12299  0.01
C -1.60710 -5.81464 -4.27033  0.01
C -1.94604 -7.14517 -4.78646  0.00
N -2.26245 -8.25904 -4.94717  0.00
C -0.41016 -5.20277 -4.63687  0.01
C 0.11448 -4.11407 -3.95849  0.01
C -0.51513 -3.72025 -2.81674  0.02
S 0.35193 -2.43586 -1.85507  0.18
C 0.36120 -5.82680 -5.66387  0.00
N 0.98480 -6.17541 -6.54430  0.00
H -3.13589 -5.84205 -2.77084  0.00
H 1.02679 -3.58591 -4.23130  0.00
O 1.11088 -2.18060 4.31858  0.01
S 0.28341 -1.59558 3.27011  0.02
O 0.80669 -0.34563 2.80991  0.01
O 0.01447 -2.52434 2.13839  0.13
C -1.39542 -1.57952 4.00629  0.00
C -1.45345 -2.53828 5.03882  0.00
C -2.62821 -2.74400 5.71240  0.00
C -3.78999 -2.04367 5.41252  0.00
C -3.74975 -1.10064 4.39231  0.00
C -2.57247 -0.97925 3.62238  0.00
S -3.00876 -0.13951 2.09009  0.01
O -4.20246 -0.73877 1.56352  0.00
O -3.27257 1.20678 2.51557  0.01
O -1.78784 -0.40428 1.21436  0.11
H -0.60182 -3.10476 5.34400  0.00
H -2.63511 -3.51021 6.46685  0.00
H -4.68838 -2.31367 5.93043  0.00
H -4.68342 -0.59968 4.04403  0.00
H 0.63196 1.11119 1.48174  0.00
C 5.93956 2.89184 0.26768  0.00
C 4.76433 1.86911 0.42946  0.00
C 4.97401 0.46003 0.32595  0.00
C 3.87778 -0.38825 0.43740  0.00
C 4.11790 -1.92899 0.44564  0.00
C 2.65804 0.12633 0.37242  0.01
C 2.42859 1.48934 0.46886  0.00
C 3.47001 2.39952 0.49189  0.00
N 1.08607 1.94819 0.81952  0.00
C 0.23825 2.58043 -0.22130  0.00
C -0.69407 3.31592 0.68066  0.00
C -1.82208 4.11084 0.07312  0.00
C -1.29132 5.07939 -1.01501  0.00
C -0.12421 4.40683 -1.83958  0.00
C -0.85231 3.39758 -2.72877  0.00
C -1.70017 2.44760 -1.81309  0.00
C -2.65490 3.16696 -0.79343  0.00
C -0.63571 1.60012 -1.06077  0.00
C 0.89698 3.63834 -1.03303  0.00
H 6.86455 2.52431 0.82673  0.00
H 5.64841 3.80644 0.82173  0.00
H 6.26452 2.99161 -0.76868  0.00
H 6.01615 0.14907 0.33124  0.00
H 4.97435 -2.29068 -0.13172  0.00
H 3.24761 -2.36122 -0.07196  0.00
H 4.05426 -2.37980 1.43340  0.00
H 1.79265 -0.51775 0.41509  0.01
H 3.18849 3.47613 0.53158  0.00
H -0.02893 3.93328 1.25377  0.00
H -1.17605 2.66578 1.44255  0.00
H -2.38843 4.54849 0.90863  0.00
H -0.92705 6.03026 -0.66803  0.00
H -2.16998 5.28859 -1.68132  0.00
H 0.38217 5.05612 -2.54962  0.00
H -0.14016 2.81952 -3.30431  0.00
H -1.40603 3.92681 -3.49033  0.00
H -2.29450 1.80037 -2.47574  0.00
H -3.20902 2.44839 -0.18964  0.00
H -3.33687 3.72665 -1.40384  0.00
H -0.02764 1.00040 -1.73869  0.00
H -1.15983 0.92333 -0.35943  0.00
H 1.44279 4.29309 -0.29639  0.00
H 1.63334 3.29943 -1.75299  0.00

Summary:
Charge: -2
⟨S²⟩: 6.0129
2S+1: 5
LUMO level (spin up / spin down): 4.21 / 4.21 eV

=====

Number 1: largest force on an atom 0.939 eV/Å. Number 2: largest force on an atom 3.412 eV/Å. Number 3: largest force on an atom 4.845 eV/Å.